{"formula": "C3H8O2", "method": "wB97M-V/def2-TZVPD", "symbols": ["C", "C", "C", "O", "H", "H", "H", "H", "H", "H", "O", "H", "H"], "xyz": [[-0.690457, 0.841262, 1.788296], [-0.357289, -0.036408, 0.636340], [-0.622255, 0.314279, -0.704294], [-0.355975, -0.581015, -1.696375], [-0.587085, 0.430056, 2.789343], [-0.224997, 1.832931, 1.700548], [-1.765266, 1.066270, 1.701876], [0.039194, -0.971741, 0.892220], [-1.245457, 1.112733, -0.840558], [-0.704109, -0.129064, -2.495818], [2.521666, -1.216516, -1.593211], [1.612329, -0.828551, -1.355947], [2.379702, -1.834236, -0.822420]], "atomic_forces_ev_per_a": [[-1.4, 1.3, -0.4], [-0.7, 1.6, -3.7], [1.7, -3.7, 6.0], [-0.7, 1.3, -1.3], [0.5, -0.2, -0.2], [0.2, -0.4, 0.4], [0.1, 0.1, 0.2], [0.8, -1.3, -0.2], [-1.2, 2.2, -1.1], [0.6, -0.9, 0.3], [-2.8, -0.3, 2.6], [1.6, 0.2, -1.6], [1.4, 0.1, -1.1]], "lumo_energy_ev": 0.673, "smiles": "C/C=C/O.O", "homo_ev": -8.645, "e_tot_ev": -7333.9673, "largest_force_ev_per_a": 7.23, "charge": 0}